# C4H10OS

A 2-piece molecular cluster, C4H10OS overall (ωB97M-V with the def2-TZVPD basis set, the OMol25 dataset).

Last column: Löwdin charge in e.
CARTESIAN COORDINATES (ANGSTROEM)
O  1.99507  0.40850  -1.72042  0.011
H  2.03611  0.40498  -2.60858  0.013
H  4.07971  0.90210  -2.95540  0.064
H  -3.81180  -2.26028  1.97009  0.035
H  2.50378  2.21517  -0.74151  0.078
H  -3.64684  -1.12337  0.52035  0.023
C  -1.46063  -0.15805  2.15375  -0.450
C  3.93835  1.66221  -2.15924  -0.002
H  4.31277  2.68866  -2.38730  0.064
H  -2.56248  -0.04548  2.66173  0.088
C  2.76875  1.54506  -1.48196  -0.228
H  -1.23895  0.59886  1.34180  0.029
H  -0.65324  -0.09314  2.89783  0.018
S  -1.48816  -1.75403  1.27279  0.656
C  -3.26203  -2.05125  1.00554  -0.483
H  -3.51043  -2.93994  0.23054  0.083

Force components x, y, z for each atom (eV/Å):
-0.07 1.54 5.24
-0.12 -0.90 -4.90
0.39 0.46 0.63
0.60 0.24 -1.07
-1.08 1.03 1.44
-0.09 -0.74 0.46
-2.36 0.68 -0.33
-1.87 1.03 -1.29
0.29 -1.08 0.84
2.92 0.16 -1.17
2.47 -2.08 -1.95
-0.68 -0.42 1.26
-0.48 -0.36 -0.17
0.32 -0.93 0.12
-1.31 -0.62 -1.00
1.08 1.99 1.91

For the gap between HOMO and LUMO, the calculation gives 9.26 eV. The calculation puts the largest force on an atom at 5.5 eV/Å. As for the relative energy (zero: lowest compared OMol25 entry of this formula, charge and spin): 2.568 eV.